Entry 1:
A cluster of 2 separate species, C4H13NOS in total, computed with ωB97M-V with the def2-TZVPD basis set.

Each line ends with the Löwdin charge.
Positions of all 20 atoms, in Å:
C: -1.151 -1.637 -0.877  -0.0727
C: 0.055 -0.687 -0.726  -0.4883
N: 1.131 -1.084 -1.613  0.0283
C: 0.513 -0.521 0.780  -0.2505
C: 1.621 0.453 0.823  -0.5227
S: 1.073 2.314 0.640  0.6261
H: -0.916 -2.589 -0.393  0.0708
H: -1.905 -1.188 -0.257  0.0676
H: -1.344 -1.887 -1.941  0.0875
H: -0.407 0.260 -1.023  0.1027
H: 1.128 -2.025 -2.008  0.0761
H: 2.020 -0.985 -1.056  0.0667
H: 1.028 -1.453 1.038  0.1123
H: -0.299 -0.169 1.635  0.1671
H: 2.292 0.117 0.079  0.0334
H: 2.203 0.472 1.713  0.0518
H: 0.905 2.225 -0.757  -0.1189
O: -3.009 2.616 1.411  -0.1408
H: -2.850 3.502 0.918  0.0774
H: -2.085 2.266 1.614  0.0259

Values from the calculation:
* LUMO energy: 0.692 eV
* frontier orbital gap: 0.368 Ha
* calculated total energy: -688.3282 Eh



Entry 2:
A cluster of 3 separate species, C13H19F2N2O7PSi in total, computed with ωB97M-V with the def2-TZVPD basis set.

Each line ends with the Löwdin charge.
Positions of all 45 atoms, in Å:
C: -2.221 -1.356 2.072  -0.1743
Si: -1.986 -0.194 0.613  0.5515
C: -1.533 -1.141 -0.936  -0.1505
C: -0.581 0.988 1.038  -0.1407
C: -3.519 0.934 0.307  -0.3448
C: -3.928 1.537 1.562  -0.2850
N: -4.261 1.998 2.565  0.1794
C: -4.715 0.306 -0.462  -0.4047
C: -5.728 1.319 -0.749  -0.2718
N: -6.537 2.122 -0.902  0.1800
P: -5.625 -1.076 0.358  0.7323
O: -6.206 -2.026 -0.613  -0.4149
H: -2.631 -2.307 1.736  0.0242
H: -1.234 -1.534 2.492  0.0168
H: -2.881 -0.927 2.823  0.0317
H: -0.902 -1.972 -0.621  0.0431
H: -0.917 -0.507 -1.572  0.0266
H: -2.365 -1.533 -1.516  0.0285
H: -0.136 0.684 1.983  0.0229
H: 0.171 0.997 0.253  0.0313
H: -0.958 1.998 1.199  0.0369
H: -3.134 1.742 -0.320  0.1277
H: -4.369 -0.113 -1.405  0.1166
H: -6.570 -0.417 1.158  0.0380
H: -4.705 -1.661 1.241  0.0088
O: 1.276 -1.727 2.306  0.1714
C: 2.134 -0.929 2.133  -0.5626
O: 3.038 -0.973 1.131  0.0769
C: 3.782 0.250 1.142  -0.0555
C: 3.618 0.708 2.575  -0.3039
F: 3.568 2.055 2.686  0.0818
O: 2.352 0.163 2.916  0.1246
H: 3.335 0.960 0.448  0.1348
H: 4.814 0.064 0.860  0.1379
H: 4.371 0.330 3.269  0.1729
O: 1.922 -0.076 -2.487  0.1852
C: 3.055 0.016 -2.812  -0.5423
O: 3.546 -0.249 -4.042  0.0807
C: 4.922 0.148 -4.085  -0.0419
C: 5.301 0.125 -2.618  -0.3125
F: 6.202 1.082 -2.294  0.0775
O: 4.068 0.412 -1.983  0.1039
H: 5.000 1.158 -4.488  0.1464
H: 5.496 -0.541 -4.697  0.1413
H: 5.671 -0.838 -2.262  0.1740

Values from the calculation:
* LUMO energy: 0.190 eV
* frontier orbital gap: 0.397 Ha
* calculated total energy: -1973.5807 Eh



Entry 3:
A cluster of 2 separate species, C5H7NO in total, computed with ωB97M-V with the def2-TZVPD basis set.

Each line ends with the Löwdin charge.
Positions of all 14 atoms, in Å:
H: -0.181 1.344 -0.550  0.0674
N: -0.870 0.592 -0.558  0.0978
C: -0.342 -0.555 -0.484  -0.2495
C: 1.125 -0.897 -0.505  -0.1793
C: 2.002 0.268 -0.403  -0.1538
C: 2.716 1.235 -0.349  0.1218
H: -1.017 -1.419 -0.421  0.1190
H: 1.355 -1.632 0.276  0.1229
H: 1.290 -1.402 -1.465  0.1263
H: 3.377 2.073 -0.315  0.0313
C: -2.367 0.105 1.181  -0.2434
O: -3.334 -0.362 0.635  -0.0198
H: -2.218 1.179 1.393  0.0848
H: -1.537 -0.528 1.566  0.0745

Values from the calculation:
* LUMO energy: 0.752 eV
* frontier orbital gap: 0.377 Ha
* calculated total energy: -324.5865 Eh



Entry 4:
A cluster of 2 separate species, C2H10N2O in total, computed with ωB97M-V with the def2-TZVPD basis set.

Each line ends with the Löwdin charge.
Positions of all 15 atoms, in Å:
N: 2.617 0.256 -0.886  -0.0239
C: 1.622 0.861 0.039  -0.3151
C: 0.237 0.432 -0.323  -0.3026
N: -0.762 0.946 0.639  0.0003
H: 2.507 -0.750 -0.759  0.0562
H: 3.534 0.458 -0.512  0.0526
H: 1.759 1.944 0.005  0.1070
H: 1.881 0.592 1.067  0.1024
H: 0.046 0.819 -1.334  0.1115
H: 0.202 -0.657 -0.411  0.1102
H: -1.538 0.304 0.556  0.0348
H: -1.211 1.729 0.193  0.0534
O: -3.038 -2.029 0.421  -0.0404
H: -3.832 -1.741 -0.043  0.0406
H: -3.343 -2.524 1.155  0.0131

Values from the calculation:
* LUMO energy: 0.734 eV
* frontier orbital gap: 0.368 Ha
* calculated total energy: -266.9264 Eh



Entry 5:
A structure of composition C48H75BMnN7OP2SSe, computed with ωB97M-V with the def2-TZVPD basis set.

Each line ends with the Löwdin charge.
Positions of all 137 atoms, in Å:
Mn: 0.918 -0.928 -0.054  0.3260
C: 1.869 -2.551 -4.766  -0.0628
C: 0.909 -2.174 -3.638  -0.6641
C: -0.501 -1.944 -4.179  -0.0821
C: 0.839 -3.352 -2.663  -0.1079
P: 1.441 -0.669 -2.604  1.1746
C: 3.302 -0.840 -2.555  -0.2502
N: 3.694 -0.240 -1.308  -0.0286
B: 2.848 -0.179 -0.161  -0.5864
N: 3.564 0.568 0.815  -0.0178
C: 3.041 1.004 2.082  -0.2484
P: 1.345 0.224 2.226  1.1953
C: 1.706 -1.033 3.617  -0.6510
C: 2.095 -0.427 4.964  -0.0602
C: 0.501 -1.970 3.756  -0.0888
C: 2.892 -1.862 3.106  -0.0823
C: 0.169 1.631 2.835  -0.5612
C: -0.672 2.096 1.628  -0.1596
C: 0.903 2.783 3.511  -0.0421
C: -0.852 1.046 3.819  -0.0756
C: 4.796 0.911 0.298  -0.1727
C: 5.838 1.637 0.853  0.0019
C: 6.964 1.847 0.078  -0.0674
C: 7.051 1.353 -1.223  -0.0686
C: 6.018 0.626 -1.787  -0.0015
C: 4.880 0.404 -1.022  -0.1635
C: 1.230 0.935 -3.621  -0.6459
C: 2.128 2.018 -3.013  -0.0714
C: 1.621 0.789 -5.089  -0.0686
C: -0.220 1.404 -3.473  -0.0840
H: 1.470 -3.431 -5.267  0.1009
H: 2.855 -2.820 -4.398  0.0793
H: 1.980 -1.778 -5.515  0.0686
H: -0.896 -2.876 -4.577  0.1014
H: -0.520 -1.212 -4.979  0.0727
H: -1.163 -1.618 -3.376  0.0506
H: 0.483 -4.242 -3.180  0.1044
H: 0.131 -3.143 -1.857  0.0246
H: 1.817 -3.579 -2.241  0.0672
H: 3.768 -0.344 -3.409  0.0998
H: 3.577 -1.901 -2.589  0.0936
H: 2.972 2.094 2.112  0.0857
H: 3.681 0.688 2.910  0.0936
H: 1.282 0.100 5.452  0.0683
H: 2.935 0.258 4.872  0.0810
H: 2.402 -1.232 5.630  0.1028
H: -0.319 -1.513 4.300  0.0674
H: 0.787 -2.872 4.296  0.0976
H: 0.148 -2.271 2.767  0.0332
H: 3.836 -1.333 3.183  0.0878
H: 2.745 -2.137 2.064  0.0351
H: 2.980 -2.769 3.699  0.1029
H: -0.759 3.097 -0.242  0.1398
H: -1.590 2.552 2.003  0.1275
H: -0.956 1.198 1.060  0.0548
H: 1.526 3.345 2.824  0.0662
H: 1.518 2.433 4.337  0.0892
H: 0.171 3.478 3.920  0.1114
H: -1.387 0.211 3.368  0.0617
H: -1.579 1.812 4.084  0.1025
H: -0.383 0.726 4.742  0.0657
H: 5.769 2.022 1.859  0.1172
H: 7.790 2.407 0.484  0.1112
H: 7.942 1.549 -1.800  0.1115
H: 6.105 0.240 -2.791  0.1132
H: 3.182 1.757 -3.030  0.0823
H: 1.832 2.230 -1.993  0.0454
H: 2.013 2.935 -3.589  0.1077
H: 2.646 0.440 -5.189  0.0827
H: 1.562 1.765 -5.567  0.1015
H: 0.966 0.123 -5.640  0.0690
H: -0.452 1.559 -2.418  0.0582
H: -0.931 0.696 -3.889  0.0627
H: -0.359 2.353 -3.989  0.1023
N: 1.601 7.615 0.838  0.1849
C: 1.045 6.669 1.618  -0.5215
O: 0.591 6.867 2.722  0.0816
C: 1.057 5.293 1.023  -0.1649
C: 2.266 4.787 0.432  -0.0318
C: 2.313 3.483 0.086  -0.1345
N: 1.240 2.664 0.201  0.0231
C: -0.067 3.101 0.630  -0.2876
C: -0.018 4.502 1.162  0.0123
H: 1.616 8.566 1.168  0.1222
H: 1.856 7.436 -0.117  0.1069
H: 3.123 5.424 0.316  0.1075
H: 3.214 3.023 -0.293  0.1223
H: 1.324 1.678 -0.061  0.0631
H: -0.916 4.867 1.632  0.1325
S: 1.655 -5.523 1.049  1.1099
C: 3.132 -4.847 0.502  -0.3362
C: 2.954 -3.558 0.119  -0.2511
N: 1.678 -3.087 0.260  -0.1087
C: 0.900 -4.025 0.729  -0.4942
H: 4.033 -5.427 0.496  0.0827
H: 3.724 -2.909 -0.260  0.1168
H: -0.156 -3.906 0.888  0.0369
C: -4.450 -3.886 0.277  -0.0961
C: -3.923 -4.238 1.663  -0.2373
C: -4.165 -3.173 2.735  -0.1655
C: -3.248 -1.949 2.657  -0.1501
N: -3.638 -1.001 1.644  -0.0007
C: -2.969 -0.680 0.522  -0.5832
Se: -1.406 -1.482 -0.039  0.8245
N: -3.666 0.235 -0.179  -0.0027
C: -3.317 0.766 -1.473  -0.1524
C: -4.229 0.249 -2.590  -0.1628
C: -4.288 -1.276 -2.652  -0.2640
C: -4.943 -1.773 -3.932  -0.0882
C: -4.816 0.533 0.521  -0.1297
C: -5.851 1.422 0.270  0.0158
C: -6.857 1.495 1.211  -0.0485
C: -6.831 0.724 2.373  -0.0469
C: -5.803 -0.159 2.635  0.0129
C: -4.796 -0.252 1.685  -0.1326
H: -4.377 -4.753 -0.374  0.0815
H: -3.871 -3.086 -0.183  0.0167
H: -5.494 -3.584 0.319  0.0855
H: -2.852 -4.455 1.604  0.0976
H: -4.421 -5.150 1.993  0.1142
H: -3.993 -3.627 3.712  0.1228
H: -5.206 -2.852 2.698  0.1084
H: -2.225 -2.271 2.443  0.0735
H: -3.257 -1.432 3.623  0.1341
H: -2.283 0.471 -1.682  0.0600
H: -3.365 1.859 -1.425  0.1391
H: -3.844 0.642 -3.533  0.1216
H: -5.239 0.637 -2.454  0.1123
H: -4.854 -1.652 -1.798  0.1005
H: -3.277 -1.687 -2.587  0.0751
H: -5.963 -1.408 -4.003  0.0812
H: -4.971 -2.859 -3.945  0.0768
H: -4.393 -1.435 -4.806  0.0752
H: -5.872 2.035 -0.614  0.1178
H: -7.683 2.167 1.050  0.1179
H: -7.632 0.825 3.085  0.1175
H: -5.787 -0.741 3.540  0.1190

Values from the calculation:
* LUMO energy (alpha / beta): -5.660 / -5.163 eV
* net charge: +2
* frontier orbital gap (alpha / beta): 0.216 / 0.235 Ha
* calculated total energy: -6990.4327 Eh
* 2S+1: 5
* expectation value of S²: 6.205